#one
Molecular formula: C3H4N2
Method: DFT, ωB97M-V/def2-TZVPD

Structure (XYZ):
```
9
Properties=species:S:1:pos:R:3:lowdin_charge:R:1
C 0.14 0.28 -1.02 -0.158
C 0.13 -0.96 -0.42 -0.178
N 0.45 -1.13 0.99 0.124
C -0.11 0.02 1.05 -0.229
N 0.31 1.15 0.16 0.003
H 0.90 0.42 -1.78 0.097
H -0.40 -1.80 -0.85 0.113
H -1.08 0.14 1.54 0.139
H -0.34 1.89 0.35 0.090
```

The highest occupied orbital energy comes out at -8.1 eV. For the orbital gap, the calculation gives 8.30 eV.

---

#two
Molecular formula: C3H4N2
Method: DFT, ωB97M-V/def2-TZVPD

Structure (XYZ):
```
9
Properties=species:S:1:pos:R:3:lowdin_charge:R:1
C -0.39 -0.22 1.16 -0.169
C -0.95 -0.28 -0.08 -0.124
N 0.06 0.06 -0.95 0.031
C 1.15 0.38 -0.20 -0.226
N 0.92 0.21 1.06 0.039
H -0.83 -0.44 2.11 0.091
H -1.91 -0.55 -0.48 0.103
H -0.11 0.13 -1.94 0.141
H 2.06 0.71 -0.68 0.113
```

The highest occupied orbital energy comes out at -8.9 eV. As for the SMILES: c1c[nH]cn1. For the orbital gap, the calculation gives 9.86 eV.

---

If you had to bet on the most stable structure above, which would it be? Bet on #two.